# C2H7N3O2

C2H7N3O2 as an isolated structure in a non-equilibrium geometry (the ωB97M-V functional and the def2-TZVPD basis, the Open Molecules 2025 dataset).

Each line ends with the Löwdin charge.
CARTESIAN COORDINATES (ANGSTROEM)
C -0.426 1.551 0.253  0.15
N -1.288 -0.469 -0.389  -0.04
C 0.050 0.197 -0.010  -0.72
N 1.095 -0.044 -0.926  0.13
O 1.478 -0.490 1.664  -0.06
O -1.488 -1.479 -1.362  -0.08
N 0.290 0.207 1.360  0.01
H 1.365 -0.705 2.601  0.10
H -0.591 -1.726 -1.643  0.07
H -1.924 -0.588 0.401  0.11
H 1.892 -0.559 -0.578  0.09
H 0.865 -0.056 -1.908  0.09
H -1.231 1.808 0.923  0.07
H -0.088 2.353 -0.388  0.08

Force components x, y, z for each atom (eV/Å):
C 1.57 0.76 0.24
N -0.06 0.83 -0.35
C -3.09 -0.68 -0.59
N -0.17 0.26 0.37
O 0.31 0.45 0.19
O 0.73 -0.42 0.14
N 0.02 -0.47 0.07
H 0.09 0.22 -0.24
H -0.22 -0.13 0.22
H 0.53 -0.43 -0.22
H -0.33 0.03 -0.23
H 0.18 -0.06 0.28
H -0.06 -0.57 -0.01
H 0.50 0.21 0.13

Computed properties:
Relative energy (zero: lowest compared OMol25 entry of this formula, charge and spin) in kcal per mole: 191.57
2S+1: 1
Kohn-Sham gap in eV: 8.48
Max |F| in eV/A: 3.2
HOMO energy in eV: -8.075

# C2H7N3O3

C2H7N3O3 as an isolated structure in a non-equilibrium geometry (the ωB97M-V functional and the def2-TZVPD basis, the Open Molecules 2025 dataset).

Each line ends with the Löwdin charge.
CARTESIAN COORDINATES (ANGSTROEM)
C 1.969 -0.312 -0.808  0.00
C 0.517 -0.581 -1.067  -0.43
O -0.030 -0.929 1.388  -0.10
O 0.071 -1.330 -1.919  0.09
H -0.831 -1.405 1.113  0.04
H 2.531 -1.225 -1.005  0.09
H 2.151 0.025 0.210  0.07
H 2.304 0.476 -1.489  0.10
N -1.294 1.356 1.277  0.06
O -1.706 0.292 -1.038  0.02
N -0.403 0.412 -0.522  -0.16
N -0.243 0.665 0.789  -0.10
H -2.044 -0.464 -0.502  0.11
H -2.014 0.845 1.786  0.11
H -0.978 2.176 1.787  0.10

Force components x, y, z for each atom (eV/Å):
C 0.10 -0.29 0.44
C -1.12 0.53 -2.12
O -0.81 1.84 0.24
O 0.93 0.53 1.54
H 0.02 0.05 0.14
H -0.05 0.12 -0.02
H -0.07 -0.06 -0.05
H -0.16 -0.11 -0.04
N -0.83 0.75 1.09
O 0.40 -1.08 1.73
N 0.47 -0.08 -1.92
N 1.12 -2.04 0.17
H -0.41 0.37 -1.00
H 0.29 0.01 -0.47
H 0.11 -0.57 0.29

Computed properties:
Relative energy (zero: lowest compared OMol25 entry of this formula, charge and spin) in kcal per mole: 152.04
2S+1: 1
Kohn-Sham gap in eV: 9.75
Max |F| in eV/A: 2.5
HOMO energy in eV: -9.430

# C2H7N3O3P

An isolated ion of composition C2H7N3O3P and charge -1 in a non-equilibrium geometry (the ωB97M-V functional and the def2-TZVPD basis, the Open Molecules 2025 dataset).

Each line ends with the Löwdin charge.
CARTESIAN COORDINATES (ANGSTROEM)
C -0.890 -1.189 -0.123  -0.20
N 0.336 -0.633 0.342  -0.02
C 0.606 0.540 -0.019  -0.58
N -0.206 1.438 -0.731  0.11
N 1.873 0.902 0.293  -0.01
P 3.340 -0.052 -0.010  0.16
O 4.412 0.802 0.515  -0.36
O 3.283 -0.462 -1.433  -0.37
O 3.129 -1.382 0.900  -0.17
H -1.500 -1.732 0.698  0.07
H -1.673 -0.454 -0.527  0.05
H -0.644 -1.864 -1.040  0.09
H -1.156 1.517 -0.378  0.07
H 0.234 2.313 -1.046  0.09
H 2.108 1.816 0.001  0.06
H 2.344 -1.673 0.467  -0.01

Force components x, y, z for each atom (eV/Å):
C -2.01 -0.92 -1.03
N -1.98 -1.63 0.22
C 1.52 0.55 -0.09
N 0.09 0.42 0.06
N 0.69 0.63 -0.09
P -0.04 -0.06 -0.27
O 0.62 0.48 0.52
O -0.21 -0.17 -0.49
O 0.93 1.12 0.35
H 1.32 0.36 -1.27
H 1.00 -0.66 0.36
H -0.72 0.63 1.67
H 0.46 0.13 -0.31
H -0.45 -0.83 0.58
H 0.32 1.16 -0.07
H -1.55 -1.21 -0.14

Computed properties:
Net charge: -1
Relative energy (zero: lowest compared OMol25 entry of this formula, charge and spin) in kcal per mole: 0.00
2S+1: 1
SMILES: C/N=C(\N)N[P@](=O)([O-])O
Kohn-Sham gap in eV: 8.22
Max |F| in eV/A: 2.6
HOMO energy in eV: -4.702

# C2H7N3O3S

C2H7N3O3S in the gas phase in a non-equilibrium geometry (the ωB97M-V functional and the def2-TZVPD basis, the Open Molecules 2025 dataset).

Each line ends with the Löwdin charge.
CARTESIAN COORDINATES (ANGSTROEM)
C 0.328 0.584 -0.161  -0.31
C -0.735 -1.540 0.053  -0.02
N 0.568 1.852 -0.133  0.18
N -0.790 -0.107 -0.063  -0.16
N -2.128 0.495 -0.028  0.11
O 2.793 0.997 -0.171  -0.32
O 1.883 -0.658 1.402  -0.31
O 2.028 -1.215 -0.968  -0.29
S 1.967 -0.192 0.008  0.48
H -1.319 -1.796 0.835  0.06
H -1.132 -1.796 -0.998  0.14
H 0.215 -1.986 0.119  0.06
H 1.575 2.058 -0.102  0.08
H -0.019 2.597 0.182  0.13
H -2.716 0.352 -0.851  0.10
H -2.517 0.354 0.878  0.08

Force components x, y, z for each atom (eV/Å):
C -0.34 0.09 0.92
C -0.57 0.39 -5.07
N -0.98 1.89 0.03
N -0.78 1.68 0.07
N 2.80 0.50 -0.44
O 0.70 -0.99 -0.26
O 0.00 0.55 -1.47
O 0.33 -0.90 -1.39
S 0.71 -0.15 2.87
H -2.11 -1.24 2.30
H 0.11 -0.81 1.83
H 1.20 0.03 0.25
H -0.08 -0.15 -0.20
H -1.02 -0.10 -0.22
H 0.57 -0.48 0.52
H -0.52 -0.29 0.25

Computed properties:
Relative energy (zero: lowest compared OMol25 entry of this formula, charge and spin) in kcal per mole: 40.29
2S+1: 1
Kohn-Sham gap in eV: 10.10
Max |F| in eV/A: 5.1
HOMO energy in eV: -9.869

# C2H7N3OP

An isolated ion of composition C2H7N3OP and charge +1 in a non-equilibrium geometry (the ωB97M-V functional and the def2-TZVPD basis, the Open Molecules 2025 dataset).

Each line ends with the Löwdin charge.
CARTESIAN COORDINATES (ANGSTROEM)
C 1.340 0.700 -1.079  -0.02
N 0.391 0.099 -0.201  -0.16
N -0.600 0.935 0.365  -0.10
P -1.811 -0.087 1.323  1.01
N -0.847 -1.421 0.912  -0.18
C 0.307 -1.245 0.145  -0.59
O 1.045 -2.120 -0.132  0.17
H 0.928 1.409 -1.817  0.10
H 2.099 1.208 -0.385  0.12
H 2.035 -0.097 -1.480  0.13
H -0.206 1.778 1.008  0.23
H -1.034 1.407 -0.421  0.14
H -2.757 -0.192 0.294  -0.05
H -0.888 -2.376 1.469  0.19

Force components x, y, z for each atom (eV/Å):
C 3.31 0.34 1.19
N -0.53 -0.21 -0.10
N 1.22 2.19 0.92
P -0.03 -0.79 0.64
N -0.25 -2.63 2.06
C -1.62 0.25 0.77
O 1.23 -0.36 -0.68
H 0.10 -0.62 0.19
H -0.98 0.13 -1.15
H -1.41 0.64 -0.08
H -0.58 -2.41 -1.56
H -0.52 0.32 -0.14
H -0.09 0.35 -0.51
H 0.17 2.81 -1.55

Computed properties:
Net charge: +1
Relative energy (zero: lowest compared OMol25 entry of this formula, charge and spin) in kcal per mole: 24.35
2S+1: 1
SMILES: CN1[NH2+]PNC1=O
Kohn-Sham gap in eV: 9.83
Max |F| in eV/A: 3.5
HOMO energy in eV: -14.380

# C2H7N3OS

C2H7N3OS in the gas phase in a non-equilibrium geometry (the ωB97M-V functional and the def2-TZVPD basis, the Open Molecules 2025 dataset).

Each line ends with the Löwdin charge.
CARTESIAN COORDINATES (ANGSTROEM)
C -0.438 2.091 0.072  -0.14
N 0.680 1.164 -0.140  0.02
C 0.510 -0.056 0.153  -0.53
N 1.554 -1.050 -0.019  -0.02
O 2.781 -0.342 -0.085  -0.09
N -0.618 -0.672 0.677  -0.34
S -2.061 -0.652 -0.277  0.76
H -0.043 3.125 0.196  0.08
H -0.978 1.757 0.969  0.06
H -1.022 2.136 -0.869  0.08
H 1.468 -1.464 -0.945  0.12
H 2.570 0.554 -0.445  0.08
H -0.339 -1.615 0.931  0.07
H -2.679 0.378 0.303  -0.15

Force components x, y, z for each atom (eV/Å):
C 0.94 0.30 -0.31
N -0.08 -0.44 -0.04
C 0.21 -0.03 -0.67
N 0.38 1.91 0.20
O 0.55 0.02 -0.16
N -0.49 -0.22 -0.30
S 0.27 -0.33 -0.04
H -0.15 -0.78 0.21
H -0.36 0.48 -0.38
H -0.14 -0.23 0.77
H -0.40 -0.17 0.00
H -0.18 -0.58 0.25
H -0.49 -0.01 0.22
H -0.07 0.07 0.25

Computed properties:
Relative energy (zero: lowest compared OMol25 entry of this formula, charge and spin) in kcal per mole: 42.21
2S+1: 1
SMILES: C/N=C(/NO)NS
Kohn-Sham gap in eV: 10.11
Max |F| in eV/A: 2.0
HOMO energy in eV: -9.570

# C2H7N3OS

C2H7N3OS as an isolated structure in a non-equilibrium geometry (the ωB97M-V functional and the def2-TZVPD basis, the Open Molecules 2025 dataset).

Each line ends with the Löwdin charge.
CARTESIAN COORDINATES (ANGSTROEM)
C -0.491 0.040 2.107  -0.10
C 0.164 0.307 -0.267  -0.65
H -0.629 1.301 2.824  0.17
H -1.443 -0.882 2.550  0.14
H 0.661 -0.523 1.852  0.13
H -1.587 0.686 0.348  0.08
H 0.509 0.211 -2.357  0.10
H -2.018 -0.723 -1.542  0.21
H 3.171 -1.471 -1.201  -0.02
N -0.777 0.278 0.600  -0.03
N -0.194 0.200 -1.562  -0.09
N 1.465 0.292 0.006  -0.39
O -1.482 0.135 -2.057  -0.09
S 2.651 0.150 -1.302  0.55

Force components x, y, z for each atom (eV/Å):
C -0.52 -0.66 -0.78
C 4.55 -0.76 -4.06
H 0.81 -4.39 -2.24
H 3.22 3.22 -1.32
H -3.21 2.05 1.96
H -3.36 1.45 -0.88
H -1.07 -0.11 1.91
H 2.47 3.29 -2.15
H -1.36 3.51 -0.12
N 0.17 -1.38 6.20
N 0.75 0.07 -2.72
N 0.60 -0.11 0.22
O -2.84 -3.04 2.60
S -0.22 -3.13 1.40

Computed properties:
Relative energy (zero: lowest compared OMol25 entry of this formula, charge and spin) in kcal per mole: 156.14
2S+1: 1
Kohn-Sham gap in eV: 8.57
Max |F| in eV/A: 6.4
HOMO energy in eV: -8.258

# C2H7N3S

C2H7N3S in the gas phase in a non-equilibrium geometry (the ωB97M-V functional and the def2-TZVPD basis, the Open Molecules 2025 dataset).

Each line ends with the Löwdin charge.
CARTESIAN COORDINATES (ANGSTROEM)
C -0.126 -0.708 -1.033  -0.20
N -0.595 0.392 -0.225  -0.58
S -2.095 1.022 -0.773  0.75
C -0.312 0.463 1.175  -0.28
N 0.854 0.229 1.633  -0.06
N 1.825 0.067 0.725  -0.03
H 0.012 -0.336 -2.049  0.08
H -0.782 -1.616 -1.217  0.10
H 0.744 -1.178 -0.676  0.05
H -2.839 -0.136 -0.502  -0.10
H -1.058 0.764 2.022  0.14
H 1.690 0.629 -0.121  0.09
H 2.682 0.408 1.041  0.06

Force components x, y, z for each atom (eV/Å):
C -1.22 -1.29 -1.61
N -1.10 0.64 0.82
S -0.08 -1.19 0.67
C -0.78 -0.31 1.39
N -1.12 1.02 0.84
N 0.72 -0.28 -2.23
H 0.35 0.10 0.02
H -0.30 1.19 0.80
H 1.27 -0.01 0.53
H 0.38 1.05 -0.29
H 0.81 -0.76 -2.30
H -0.51 -0.31 -0.05
H 1.57 0.17 1.43

Computed properties:
Relative energy (zero: lowest compared OMol25 entry of this formula, charge and spin) in kcal per mole: 53.03
2S+1: 1
SMILES: CN(S)/C=N\N
Kohn-Sham gap in eV: 9.21
Max |F| in eV/A: 2.6
HOMO energy in eV: -8.409

# C2H7N4

A 2-piece molecular cluster, C2H7N4 overall in a non-equilibrium geometry (the ωB97M-V functional and the def2-TZVPD basis, the Open Molecules 2025 dataset).

Each line ends with the Löwdin charge.
CARTESIAN COORDINATES (ANGSTROEM)
C 0.507 0.660 -0.438  -0.12
C -0.699 0.831 -1.089  -0.08
N 1.577 1.341 -0.629  -0.02
N 2.569 1.850 -0.694  0.35
N -0.975 1.708 -2.034  0.17
N 0.874 -1.257 1.570  0.03
H 0.609 -0.150 0.366  0.07
H 0.446 -0.962 2.441  0.06
H -1.505 0.170 -0.792  0.15
H -1.895 1.739 -2.447  0.14
H 0.493 -2.167 1.335  0.06
H -0.290 2.368 -2.379  0.13
H 1.868 -1.384 1.733  0.06

Force components x, y, z for each atom (eV/Å):
C -2.49 -1.90 0.77
C 0.49 0.50 -0.30
N 2.88 1.90 -0.62
N -0.95 -0.37 -0.04
N -0.06 -0.02 0.00
N 0.01 -0.36 0.31
H 0.10 0.42 -0.33
H 0.10 -0.08 0.04
H 0.03 0.03 -0.03
H 0.06 0.04 0.00
H 0.02 -0.05 0.07
H -0.13 -0.08 0.02
H -0.05 -0.04 0.11

Computed properties:
Net charge: +1
Relative energy (zero: lowest compared OMol25 entry of this formula, charge and spin) in kcal per mole: 54.18
2S+1: 1
Kohn-Sham gap in eV: 9.33
Max |F| in eV/A: 3.5
HOMO energy in eV: -13.997

# C2H7N4

C2H7N4 as an isolated structure in a non-equilibrium geometry (the ωB97M-V functional and the def2-TZVPD basis, the Open Molecules 2025 dataset).

Each line ends with the Löwdin charge.
CARTESIAN COORDINATES (ANGSTROEM)
C 0.602 0.058 0.096  -0.10
C -1.769 -0.814 0.213  0.02
N 1.325 1.079 -0.336  0.01
N 1.751 -0.666 0.162  -0.01
N 2.563 0.417 -0.081  0.03
N -2.453 0.256 0.181  0.12
H -1.426 -1.287 -0.659  0.08
H -1.578 -1.116 1.250  0.12
H 1.965 -1.648 0.221  0.15
H 3.130 0.466 -0.907  0.13
H -2.822 0.506 1.097  0.15
H -2.532 0.708 -0.755  0.17
H 1.244 2.042 -0.482  0.12

Force components x, y, z for each atom (eV/Å):
C -0.76 -1.82 -0.20
C 1.68 0.57 2.12
N 1.19 0.04 0.13
N -1.31 -1.42 0.33
N 0.40 2.03 0.08
N -0.90 0.21 -1.30
H 0.24 -0.75 -0.77
H 0.02 -0.96 -0.80
H 0.33 0.20 0.22
H 0.46 -0.86 -0.73
H -0.22 1.16 -0.89
H -0.75 0.13 1.61
H -0.35 1.45 0.20

Computed properties:
Net charge: +1
Relative energy (zero: lowest compared OMol25 entry of this formula, charge and spin) in kcal per mole: 140.20
2S+1: 1
Kohn-Sham gap in eV: 9.45
Max |F| in eV/A: 2.8
HOMO energy in eV: -13.393

# C2H7N4

A 2-piece molecular cluster, C2H7N4 overall in a non-equilibrium geometry (the ωB97M-V functional and the def2-TZVPD basis, the Open Molecules 2025 dataset).

Each line ends with the Löwdin charge.
CARTESIAN COORDINATES (ANGSTROEM)
C -0.122 1.398 -0.105  -0.20
C 1.373 -2.210 -1.899  0.05
N -1.295 1.943 0.395  0.15
N 0.835 -1.985 -0.902  0.07
N 0.447 0.298 0.203  -0.04
N -0.069 -0.664 1.117  0.12
H 0.294 1.861 -0.941  0.12
H 1.937 -2.239 -2.897  0.13
H -1.455 2.887 0.205  0.09
H 0.599 -0.689 1.995  0.23
H -1.017 -0.457 1.303  0.12
H -1.709 1.358 1.078  0.08
H 0.183 -1.501 0.450  0.07

Force components x, y, z for each atom (eV/Å):
C -2.60 -0.56 1.85
C 0.38 0.73 -0.50
N 2.91 -2.64 -1.10
N 0.94 -1.20 -1.91
N 1.58 0.76 -0.88
N 3.09 0.56 0.73
H 0.93 1.11 -0.96
H -1.18 -0.21 2.04
H -0.87 1.33 0.11
H -1.98 0.06 -1.88
H -1.40 -0.71 0.87
H -1.07 0.77 0.82
H -0.73 0.01 0.80

Computed properties:
Net charge: +1
Relative energy (zero: lowest compared OMol25 entry of this formula, charge and spin) in kcal per mole: 78.65
2S+1: 1
Kohn-Sham gap in eV: 10.91
Max |F| in eV/A: 4.1
HOMO energy in eV: -14.153

# C2H7N4O

An isolated ion of composition C2H7N4O and charge +1 in a non-equilibrium geometry (the ωB97M-V functional and the def2-TZVPD basis, the Open Molecules 2025 dataset).

Each line ends with the Löwdin charge.
CARTESIAN COORDINATES (ANGSTROEM)
N -2.775 0.800 0.060  0.18
C -1.945 -0.304 0.129  -0.46
O -2.177 -1.454 0.316  0.11
N -0.418 0.107 -0.218  0.04
N 0.405 -1.056 -0.510  0.03
C 1.636 -1.010 -0.023  -0.07
N 2.059 0.180 0.469  0.19
H -2.449 1.693 -0.025  0.06
H -3.816 0.507 0.238  0.20
H -0.519 0.673 -1.073  0.13
H -0.148 -1.936 -0.567  0.17
H 2.149 -1.886 -0.326  0.16
H 2.957 0.116 0.795  0.09
H 1.261 0.882 0.677  0.17

Force components x, y, z for each atom (eV/Å):
N -2.40 -6.00 0.96
C 1.84 1.69 -1.01
O -0.16 0.12 0.13
N -1.97 -0.66 -0.20
N -2.22 0.82 1.08
C -1.91 3.15 -0.70
N -3.71 -2.29 -1.46
H 0.69 2.66 -0.13
H 2.80 1.40 -0.49
H 0.44 -0.46 0.20
H 0.63 0.62 -0.17
H 1.44 -0.53 0.69
H 2.54 0.89 1.34
H 1.98 -1.42 -0.25

Computed properties:
Net charge: +1
Relative energy (zero: lowest compared OMol25 entry of this formula, charge and spin) in kcal per mole: 30.22
2S+1: 1
SMILES: NC(=O)NNC=[NH2+]
Kohn-Sham gap in eV: 10.97
Max |F| in eV/A: 6.5
HOMO energy in eV: -14.878